Record 1
This record from the Open Molecules 2025 dataset describes a 21-piece molecular cluster, H42O21 overall in a non-equilibrium geometry. The level of theory is the ωB97M-V functional and the def2-TZVPD basis.

Its gap between HOMO and LUMO is 8.873 eV. The value obtained for the max |F| is 1.0 eV Å⁻¹. For the energy above the lowest of the compared OMol25 structures with the same formula, charge and spin, the calculation gives 482.1 kJ/mol.

Element x y z (Å)
O1 0.887 0.361 5.372
H1 0.015 0.133 5.694
H2 0.937 1.312 5.466
O2 -4.922 0.627 -0.928
H3 -4.082 0.737 -0.483
H4 -5.562 1.014 -0.331
O3 2.751 0.667 -1.661
H5 3.220 -0.164 -1.578
H6 1.829 0.434 -1.558
O4 -3.843 0.431 -3.664
H7 -4.323 0.522 -2.841
H8 -2.925 0.555 -3.422
O5 -3.858 -0.737 2.321
H9 -3.021 -0.274 2.315
H10 -4.305 -0.438 1.529
O6 3.409 -1.786 -3.442
H11 3.316 -2.458 -2.766
H12 4.314 -1.485 -3.358
O7 0.715 -2.258 2.670
H13 0.100 -1.563 2.905
H14 0.284 -2.729 1.957
O8 -1.915 2.722 3.205
H15 -1.857 3.630 3.503
H16 -2.301 2.252 3.944
O9 0.905 4.993 0.025
H17 0.163 5.140 -0.561
H18 0.828 5.680 0.688
O10 -1.752 3.121 -3.039
H19 -1.420 2.351 -2.578
H20 -2.641 3.236 -2.703
O11 0.333 -0.039 -0.053
H21 0.658 -0.923 0.117
H22 0.296 0.373 0.811
O12 2.756 -1.579 5.045
H23 2.165 -0.854 5.243
H24 2.849 -1.561 4.093
O13 0.005 0.779 2.602
H25 0.707 0.968 3.224
H26 -0.717 1.344 2.875
O14 -0.848 -3.455 -2.124
H27 -1.771 -3.317 -1.910
H28 -0.680 -2.861 -2.856
O15 3.159 -4.350 -2.119
H29 3.060 -4.927 -2.877
H30 3.198 -4.944 -1.369
O16 3.576 -1.796 2.283
H31 2.636 -1.920 2.147
H32 3.951 -1.826 1.403
O17 3.107 3.445 -0.769
H33 2.924 2.606 -1.191
H34 2.246 3.845 -0.649
O18 -0.834 -1.336 -4.275
H35 -0.030 -1.667 -4.675
H36 -1.489 -1.389 -4.971
O19 1.066 -2.814 -0.242
H37 0.412 -3.166 -0.845
H38 1.792 -3.437 -0.284
O20 -2.471 2.610 0.440
H39 -2.289 2.757 1.368
H40 -1.651 2.827 -0.003
O21 -1.219 0.530 -2.373
H41 -0.645 0.188 -1.688
H42 -1.198 -0.137 -3.059

The net atomic charges from natural (NBO), expressed in e, are: -0.943, 0.484, 0.478, -0.956, 0.487, 0.477, -0.959, 0.472, 0.488, -0.973, 0.487, 0.474, -0.936, 0.464, 0.471, -0.957, 0.484, 0.469, -0.963, 0.484, 0.486, -0.962, 0.498, 0.490, -0.947, 0.481, 0.476, -0.967, 0.490, 0.463, -1.014, 0.499, 0.507, -0.968, 0.471, 0.477, -0.980, 0.494, 0.485, -0.967, 0.487, 0.496, -0.960, 0.488, 0.479, -0.966, 0.492, 0.469, -0.978, 0.486, 0.475, -0.965, 0.497, 0.499, -0.996, 0.507, 0.476, -0.972, 0.480, 0.479, -1.015, 0.507, 0.492

---

Record 2
This record from the Open Molecules 2025 dataset describes C13H27Br2CaF2Na2O11PS2 as an isolated structure in a non-equilibrium geometry. The level of theory is the ωB97M-V functional and the def2-TZVPD basis.

Its gap between HOMO and LUMO is 2.997 eV. Its charge is +2. The value obtained for the max |F| is 5.2 eV Å⁻¹.

Element x y z (Å)
C1 -0.147 4.256 2.951
C2 0.682 4.482 1.708
O1 1.830 4.873 1.840
O2 0.110 4.165 0.570
C3 0.972 4.103 -0.632
C4 0.178 3.669 -1.835
C5 -0.063 2.142 -1.909
C6 -1.400 1.597 -1.376
C7 -1.424 1.083 0.121
P1 -0.236 -0.218 0.457
C8 1.393 0.541 0.799
C9 1.996 -0.021 2.129
O3 2.050 -1.339 1.774
C10 1.873 -2.392 2.525
C11 2.932 -2.843 3.466
O4 0.873 -3.057 2.404
S1 0.140 -1.456 -1.271
O5 0.693 -2.646 -0.712
O6 0.884 -0.783 -2.282
F1 -1.271 -1.759 -1.770
H1 -0.702 5.152 3.201
H2 -0.823 3.428 2.744
H3 0.477 3.965 3.791
H4 1.768 3.379 -0.441
H5 1.396 5.088 -0.776
H6 -0.772 4.193 -1.881
H7 0.789 3.950 -2.685
H8 0.800 1.655 -1.468
H9 -0.044 1.878 -2.961
H10 -1.792 0.853 -2.060
H11 -2.080 2.456 -1.460
H12 -2.348 0.546 0.305
H13 -1.385 1.884 0.860
H14 2.113 0.283 -0.008
H15 1.213 1.601 0.842
H16 1.432 0.228 3.057
H17 3.056 0.358 2.289
H18 3.894 -2.781 2.958
H19 2.950 -2.228 4.363
H20 2.608 -3.869 3.689
O7 1.007 -5.200 1.339
H21 0.888 -4.170 1.540
H22 1.523 -5.379 0.533
H23 0.126 -5.624 1.271
O8 -2.673 -1.163 3.099
S2 -3.030 -1.847 1.823
O9 -2.364 -3.154 1.716
O10 -2.445 -0.950 0.729
O11 -4.473 -1.900 1.625
Na1 4.008 -4.637 4.951
F2 3.637 -0.502 0.372
Na2 -3.655 2.214 -0.768
Ca1 2.063 2.424 1.960
Br1 -2.166 -0.003 -4.609
C12 -1.788 -1.876 -5.022
C13 -2.788 -2.430 -5.999
Br2 -4.489 -2.794 -5.143
H24 -1.784 -2.409 -4.079
H25 -0.788 -1.877 -5.447
H26 -2.439 -3.385 -6.383
H27 -2.985 -1.755 -6.824

The net atomic charges from natural (NBO), expressed in e, are: -0.747, 0.723, -0.646, -0.481, -0.060, -0.434, -0.421, -0.418, -0.837, 0.745, -0.860, -0.144, -0.441, 0.883, -0.780, -0.549, 2.191, -0.941, -0.915, -0.442, 0.315, 0.248, 0.233, 0.140, 0.237, 0.221, 0.257, 0.213, 0.258, 0.261, 0.094, 0.344, 0.204, 0.413, 0.029, 0.181, 0.191, 0.276, 0.257, 0.183, -0.808, 0.560, 0.555, 0.578, -1.098, 2.593, -1.095, -1.151, -1.026, 0.997, -0.896, 0.985, 1.809, -0.059, -0.419, -0.466, 0.014, 0.234, 0.234, 0.241, 0.237

---

Record 3
This record from the Open Molecules 2025 dataset describes an isolated ion of composition C3H7N2S and charge +1 in a non-equilibrium geometry. The level of theory is the ωB97M-V functional and the def2-TZVPD basis.

Its gap between HOMO and LUMO is 8.539 eV. Its charge is +1. The value obtained for the max |F| is 3.0 eV Å⁻¹. For the energy above the lowest of the compared OMol25 structures with the same formula, charge and spin, the calculation gives 381.6 kJ/mol.

Element x y z (Å)
C1 0.145 -0.683 0.743
C2 0.024 -0.751 -0.657
C3 -0.636 1.477 1.728
N1 0.429 -0.944 -3.188
N2 -0.020 0.112 1.860
S1 -0.721 -1.146 -2.044
H1 0.777 -1.536 1.029
H2 -0.781 2.055 2.692
H3 0.282 1.889 1.257
H4 -1.351 1.383 0.891
H5 1.372 -0.892 -2.855
H6 0.150 -0.613 -4.192
H7 0.330 -0.352 2.735

The net atomic charges from natural (NBO), expressed in e, are: 0.075, -0.380, -0.436, -1.023, -0.512, 0.968, 0.257, 0.269, 0.220, 0.231, 0.429, 0.455, 0.447

---

Record 4
This record from the Open Molecules 2025 dataset describes C10H12O2P2 as an isolated structure in a non-equilibrium geometry. The level of theory is the ωB97M-V functional and the def2-TZVPD basis.

Its gap between HOMO and LUMO (spin up / spin down) is 7.143 / 6.902 eV. The value obtained for the max |F| is 3.1 eV Å⁻¹.

Element x y z (Å)
C1 -0.263 1.897 1.442
C2 -0.197 1.733 0.124
C3 -1.297 -1.224 -0.746
C4 -0.970 -1.325 0.587
C5 -0.978 0.808 2.203
C6 -1.208 1.022 -0.734
C7 -0.009 -0.287 2.684
C8 -0.654 -0.149 -1.621
C9 0.174 -0.852 1.259
C10 0.808 -0.284 -1.740
O1 -2.144 0.833 2.523
O2 -2.309 1.377 -1.015
P1 1.712 -1.870 -1.193
P2 2.112 0.932 -1.445
H1 0.103 2.750 2.116
H2 0.246 2.347 -0.633
H3 -2.149 -1.724 -1.100
H4 -1.676 -1.883 1.120
H5 1.028 0.074 3.088
H6 -0.468 -0.954 3.504
H7 -1.203 0.048 -2.576
H8 0.997 -0.341 0.736
H9 2.567 -2.147 -2.246
H10 0.832 -2.697 -1.708
H11 1.930 1.847 -2.378
H12 3.016 0.069 -2.251

The net atomic charges from natural (NBO), expressed in e, are: -0.237, -0.302, -0.100, -0.294, 0.557, 0.608, -0.555, -0.506, -0.143, -0.463, -0.518, -0.514, 0.327, 0.320, 0.254, 0.230, 0.216, 0.226, 0.236, 0.251, 0.266, 0.220, -0.017, -0.031, -0.035, 0.005

---

Record 5
This record from the Open Molecules 2025 dataset describes one molecule with the formula C4H6N2 in a non-equilibrium geometry. The level of theory is the ωB97M-V functional and the def2-TZVPD basis.

Its gap between HOMO and LUMO is 9.581 eV. The value obtained for the max |F| is 2.0 eV Å⁻¹. For the energy above the lowest of the compared OMol25 structures with the same formula, charge and spin, the calculation gives 13.3 kJ/mol. The structure (SMILES) is Cc1cnc[nH]1.

Element x y z (Å)
C1 0.833 -0.498 1.443
C2 0.034 -0.172 0.208
C3 -1.228 -0.472 -0.143
N1 -1.611 0.109 -1.338
C4 -0.560 0.801 -1.681
N2 0.458 0.686 -0.797
H1 0.201 -1.156 2.073
H2 1.774 -1.038 1.275
H3 1.020 0.399 2.071
H4 -1.925 -1.071 0.469
H5 -0.408 1.386 -2.594
H6 1.410 1.025 -0.986

The net atomic charges from natural (NBO), expressed in e, are: -0.642, 0.078, -0.100, -0.456, 0.171, -0.533, 0.232, 0.220, 0.221, 0.204, 0.190, 0.416

---

Record 6
This record from the Open Molecules 2025 dataset describes C8H13N as an isolated structure in a non-equilibrium geometry. The level of theory is the ωB97M-V functional and the def2-TZVPD basis.

Its gap between HOMO and LUMO is 9.313 eV. The value obtained for the max |F| is 6.1 eV Å⁻¹. For the energy above the lowest of the compared OMol25 structures with the same formula, charge and spin, the calculation gives 977.8 kJ/mol.

Element x y z (Å)
C1 -1.842 0.879 0.401
C2 -1.856 -0.286 -0.703
C3 -0.450 -1.141 -0.410
C4 1.082 -0.830 -0.571
C5 1.919 0.706 -0.514
C6 -0.193 0.952 0.325
C7 -0.203 -0.415 0.914
C8 1.098 -1.128 0.863
H1 -2.261 1.134 1.409
H2 -2.078 1.712 -0.168
H3 -2.116 0.243 -1.737
H4 -2.534 -1.038 -0.336
H5 -0.660 -2.146 -0.282
H6 1.443 -1.503 -1.216
H7 2.946 0.053 -0.035
H8 2.192 0.972 -1.548
H9 0.968 2.406 -0.403
H10 -0.510 0.967 -0.856
H11 -0.722 -0.183 2.043
H12 1.973 -0.847 1.690
H13 0.721 -2.181 0.881
N1 1.084 1.677 0.255

The net atomic charges from natural (NBO), expressed in e, are: -0.413, -0.414, -0.181, -0.218, -0.196, -0.033, -0.259, -0.415, 0.226, 0.191, 0.224, 0.214, 0.195, 0.197, 0.201, 0.196, 0.362, 0.140, 0.211, 0.203, 0.194, -0.627

---

Repeat the second record exactly.
This record from the Open Molecules 2025 dataset describes C13H27Br2CaF2Na2O11PS2 as an isolated structure in a non-equilibrium geometry. The level of theory is the ωB97M-V functional and the def2-TZVPD basis.

Its gap between HOMO and LUMO is 2.997 eV. Its charge is +2. The value obtained for the max |F| is 5.2 eV Å⁻¹.

Element x y z (Å)
C1 -0.147 4.256 2.951
C2 0.682 4.482 1.708
O1 1.830 4.873 1.840
O2 0.110 4.165 0.570
C3 0.972 4.103 -0.632
C4 0.178 3.669 -1.835
C5 -0.063 2.142 -1.909
C6 -1.400 1.597 -1.376
C7 -1.424 1.083 0.121
P1 -0.236 -0.218 0.457
C8 1.393 0.541 0.799
C9 1.996 -0.021 2.129
O3 2.050 -1.339 1.774
C10 1.873 -2.392 2.525
C11 2.932 -2.843 3.466
O4 0.873 -3.057 2.404
S1 0.140 -1.456 -1.271
O5 0.693 -2.646 -0.712
O6 0.884 -0.783 -2.282
F1 -1.271 -1.759 -1.770
H1 -0.702 5.152 3.201
H2 -0.823 3.428 2.744
H3 0.477 3.965 3.791
H4 1.768 3.379 -0.441
H5 1.396 5.088 -0.776
H6 -0.772 4.193 -1.881
H7 0.789 3.950 -2.685
H8 0.800 1.655 -1.468
H9 -0.044 1.878 -2.961
H10 -1.792 0.853 -2.060
H11 -2.080 2.456 -1.460
H12 -2.348 0.546 0.305
H13 -1.385 1.884 0.860
H14 2.113 0.283 -0.008
H15 1.213 1.601 0.842
H16 1.432 0.228 3.057
H17 3.056 0.358 2.289
H18 3.894 -2.781 2.958
H19 2.950 -2.228 4.363
H20 2.608 -3.869 3.689
O7 1.007 -5.200 1.339
H21 0.888 -4.170 1.540
H22 1.523 -5.379 0.533
H23 0.126 -5.624 1.271
O8 -2.673 -1.163 3.099
S2 -3.030 -1.847 1.823
O9 -2.364 -3.154 1.716
O10 -2.445 -0.950 0.729
O11 -4.473 -1.900 1.625
Na1 4.008 -4.637 4.951
F2 3.637 -0.502 0.372
Na2 -3.655 2.214 -0.768
Ca1 2.063 2.424 1.960
Br1 -2.166 -0.003 -4.609
C12 -1.788 -1.876 -5.022
C13 -2.788 -2.430 -5.999
Br2 -4.489 -2.794 -5.143
H24 -1.784 -2.409 -4.079
H25 -0.788 -1.877 -5.447
H26 -2.439 -3.385 -6.383
H27 -2.985 -1.755 -6.824

The net atomic charges from natural (NBO), expressed in e, are: -0.747, 0.723, -0.646, -0.481, -0.060, -0.434, -0.421, -0.418, -0.837, 0.745, -0.860, -0.144, -0.441, 0.883, -0.780, -0.549, 2.191, -0.941, -0.915, -0.442, 0.315, 0.248, 0.233, 0.140, 0.237, 0.221, 0.257, 0.213, 0.258, 0.261, 0.094, 0.344, 0.204, 0.413, 0.029, 0.181, 0.191, 0.276, 0.257, 0.183, -0.808, 0.560, 0.555, 0.578, -1.098, 2.593, -1.095, -1.151, -1.026, 0.997, -0.896, 0.985, 1.809, -0.059, -0.419, -0.466, 0.014, 0.234, 0.234, 0.241, 0.237